The following is a quantum chemistry calculation of a 2-piece molecular cluster, C4H10O overall, from the OMol25 dataset.

Values from the calculation:
- E_HOMO (eV) = -9.86
- net charge = 0
- E (a.u.) = -233.61095
- frontier orbital gap (Ha) = 0.3999
- ΔE to the lowest compared entry with this formula, charge and spin (eV) = 0.925
- structure (SMILES) = C=CCC.O

XYZ file:
```
15
Properties=species:S:1:pos:R:3:forces:R:3:mulliken_charge:R:1
C -1.6238 0.1689 -0.7428 0.1 -0.2 0.0 -0.78
C -0.7467 -0.5687 -0.0635 -0.1 0.0 -0.1 -0.26
C 0.6756 -0.8135 -0.4956 0.0 0.0 -0.1 -0.19
C 1.6941 -0.9065 0.6430 0.0 0.0 0.1 -1.13
H -1.3373 0.6986 -1.6515 0.0 -0.2 0.1 0.33
H -2.6468 0.3157 -0.4084 0.2 -0.1 0.0 0.27
H -1.0739 -1.0649 0.8526 0.1 0.0 -0.1 0.30
H 0.9795 -0.0320 -1.2042 -0.1 -0.1 0.1 0.22
H 0.6879 -1.7590 -1.0536 0.1 0.1 0.1 0.30
H 1.8224 0.0492 1.1637 -0.1 -0.1 -0.1 0.31
H 1.3904 -1.6540 1.3847 0.0 0.1 -0.1 0.31
H 2.6720 -1.2078 0.2516 -0.2 0.1 0.1 0.33
O -1.0056 2.4956 0.7188 0.2 0.2 0.0 -0.69
H -0.8543 1.5414 0.7420 -0.1 0.2 0.1 0.35
H -0.6335 2.7371 -0.1368 -0.1 0.1 0.1 0.33
```
Positions in Å, forces in eV/Å.